A structure of composition C33H43F9N3P3Pt at a distorted geometry. Source: the OMol25 dataset; level of theory: ωB97M-V/def2-TZVPD.

Output
Charge: +4
HOMO level in eV: -20.05
2S+1: 1
Energy above the lowest of the compared OMol25 structures with the same formula, charge and spin in kJ/mol: 234.79
Max |F| in eV/A: 1.35
Calculated total energy in eV: -94921.1041

Structure (XYZ):
```
92
Properties=species:S:1:pos:R:3:forces:R:3:lowdin_charge:R:1
Pt 0.4844 0.1688 -0.1594 -0.8 1.0 -0.5 0.785
C -0.7756 2.6539 1.4217 0.0 0.2 -0.1 -0.121
C 0.5940 2.4684 2.0498 0.0 -0.3 -0.2 -0.148
N 0.9750 1.0374 2.0645 0.1 -0.1 0.4 -0.139
C 0.3092 0.2201 3.0904 0.1 0.1 -0.1 -0.175
C -1.1477 -0.0615 2.7657 -0.2 -0.1 0.0 -0.149
N -1.4327 -0.3617 1.3220 0.5 -0.2 0.1 -0.080
C -2.6541 0.3165 0.8028 0.0 -0.1 0.1 -0.134
C -2.2924 1.4284 -0.1550 0.0 0.2 0.0 -0.156
N -0.9149 1.9110 0.1197 0.2 -0.4 0.2 -0.171
H -0.9539 3.7136 1.2306 0.0 0.0 0.0 0.154
H -1.5772 2.3280 2.0720 0.0 0.0 0.0 0.110
H 0.6120 2.9078 3.0508 -0.1 0.0 0.0 0.151
H 1.3424 2.9930 1.4572 0.0 0.0 0.0 0.116
H 1.9710 0.9853 2.2427 0.1 0.1 0.0 0.118
H 0.3593 0.6821 4.0810 0.0 0.0 0.0 0.151
H 0.8591 -0.7181 3.1479 0.0 0.0 0.1 0.086
H -1.7753 0.7709 3.0614 0.0 0.0 0.1 0.117
H -1.4806 -0.9020 3.3737 0.0 0.0 0.0 0.119
H -1.6139 -1.3475 1.2675 -0.2 -0.1 0.0 0.008
H -3.2281 0.6786 1.6555 -0.1 0.0 0.0 0.139
H -3.2826 -0.4061 0.2841 0.0 0.0 0.0 0.141
H -3.0027 2.2568 -0.0839 0.0 0.0 0.0 0.158
H -2.3072 1.0665 -1.1780 0.0 -0.1 0.0 0.104
H -0.7162 2.5907 -0.5989 -0.1 0.2 0.0 0.031
C 3.7960 -0.1261 -0.5864 0.1 0.0 0.0 -0.200
P 2.2931 -0.8951 -1.2472 0.1 -0.2 0.3 0.711
C 2.7750 -2.6316 -1.4543 0.1 0.0 0.0 -0.192
C 2.2496 -0.4238 -3.0021 0.1 0.0 -0.1 -0.371
C 2.2159 1.0830 -3.0433 0.0 0.0 -0.1 -0.352
P 0.8732 1.6057 -1.9617 0.1 -0.1 -0.1 0.761
C -0.5590 1.7887 -3.0513 0.0 0.1 -0.1 -0.181
C 1.3844 3.2721 -1.4641 0.0 0.0 0.0 -0.178
H 4.5542 -0.1149 -1.3736 0.1 0.0 0.1 0.087
H 4.1846 -0.7217 0.2402 0.0 0.0 0.0 0.054
H 3.6258 0.8906 -0.2364 0.0 0.0 0.0 0.047
H 3.5478 -2.5772 -2.2252 0.0 -0.1 0.0 0.086
H 1.9696 -3.2633 -1.8202 0.0 0.0 0.0 0.057
H 3.2231 -3.0620 -0.5703 0.1 0.0 0.0 0.035
H 1.3835 -0.8837 -3.4846 0.0 0.0 0.0 0.101
H 3.1383 -0.8241 -3.4932 0.0 0.0 0.0 0.118
H 2.0521 1.4892 -4.0435 -0.1 0.0 0.0 0.126
H 3.1456 1.5192 -2.6726 0.0 0.0 0.0 0.103
H -0.2156 2.3617 -3.9171 0.0 0.0 0.0 0.090
H -1.3857 2.3446 -2.6130 0.0 0.0 0.0 0.061
H -0.9171 0.8160 -3.3875 0.0 0.0 0.0 0.071
H 1.6947 3.7683 -2.3891 0.0 0.0 0.0 0.095
H 2.2443 3.2249 -0.7960 0.0 0.0 0.0 0.066
H 0.6128 3.8973 -1.0145 0.0 0.0 0.0 0.068
F -2.1729 -6.8642 -3.9833 0.0 0.0 0.0 0.196
C -2.2545 -5.5437 -4.0580 0.0 -0.1 -0.1 -0.603
F -1.6425 -5.1249 -5.1657 0.0 0.0 0.0 0.182
F -3.5378 -5.1844 -4.1166 0.0 0.0 0.0 0.193
C -1.6196 -4.8891 -2.8388 0.0 0.1 0.1 -0.037
C -1.5316 -5.5796 -1.6373 0.0 -0.1 0.0 0.059
C -1.0125 -4.9578 -0.5150 0.1 0.0 0.0 -0.042
C -0.5206 -3.6390 -0.6247 -0.1 0.2 -0.2 -0.359
C -0.6385 -2.9420 -1.8360 0.0 -0.1 0.0 -0.096
C -1.1892 -3.5669 -2.9355 0.0 0.0 0.0 0.038
P 0.2291 -2.9659 0.8264 0.0 -0.7 0.4 1.248
C -0.8137 -3.2637 2.1801 -0.3 0.2 0.1 -0.340
C -2.2255 -3.3712 1.9781 0.1 0.0 0.0 -0.043
C -3.0581 -3.6244 3.0428 0.0 0.0 0.0 0.062
C -2.5142 -3.7403 4.3245 0.1 0.0 0.0 -0.002
C -1.1300 -3.6661 4.5434 -0.1 0.0 0.1 0.062
C -0.2840 -3.4142 3.4937 0.0 -0.1 -0.1 -0.010
C -3.4348 -3.9704 5.5234 0.0 0.1 0.0 -0.606
F -3.4195 -5.2547 5.8457 0.0 0.0 0.0 0.218
F -2.9927 -3.2472 6.5500 0.0 0.0 0.0 0.192
F -4.6741 -3.5982 5.2248 0.0 0.0 0.0 0.191
C 1.8703 -3.4239 1.3299 0.2 0.2 -0.1 -0.408
C 2.2396 -4.7547 1.0936 0.0 0.0 -0.1 -0.034
C 3.4684 -5.2001 1.5540 0.0 -0.1 0.0 0.061
C 4.3200 -4.3319 2.2276 -0.1 0.0 0.0 -0.042
C 3.9450 -3.0144 2.4744 0.0 0.0 0.0 0.041
C 2.7208 -2.5569 2.0195 0.0 0.1 0.0 -0.102
C 5.7060 -4.8071 2.6427 0.1 0.0 0.0 -0.602
F 6.1340 -4.1277 3.7034 0.0 0.0 0.0 0.185
F 6.5449 -4.5881 1.6250 0.0 0.0 0.0 0.186
F 5.6955 -6.1021 2.9245 0.0 0.0 0.0 0.197
H -1.8774 -6.6042 -1.5779 0.0 0.0 0.0 0.153
H -0.9650 -5.5016 0.4207 0.0 0.0 0.0 0.129
H -0.3296 -1.9051 -1.8961 0.0 0.0 0.0 0.044
H -1.2966 -3.0430 -3.8770 0.0 0.0 0.0 0.144
H -2.6411 -3.3044 0.9780 0.0 0.1 0.0 0.128
H -4.1253 -3.7368 2.8988 0.0 0.0 0.0 0.153
H -0.7393 -3.8182 5.5425 0.0 0.0 0.0 0.157
H 0.7851 -3.3852 3.6600 0.0 0.0 0.0 0.122
H 1.5915 -5.4412 0.5628 0.0 0.0 0.0 0.125
H 3.7658 -6.2288 1.3893 0.0 0.0 0.0 0.154
H 4.6137 -2.3646 3.0256 0.0 0.0 0.0 0.147
H 2.4343 -1.5269 2.1909 0.0 0.0 0.0 0.084
```
Positions in Å, forces in eV/Å.